The following is a DFT calculation (wB97M-V/def2-TZVPD) of a 2-piece molecular cluster, C15H18O overall.

Geometry (Å):
C1 -2.29096 -0.94521 -1.87401
C2 -2.82218 0.33278 -2.41149
C3 -2.15387 -1.16654 -0.37808
C4 -2.89206 -0.41699 0.51981
C5 -1.54163 -2.36201 0.09254
C6 -2.90741 -0.75254 1.88857
C7 -1.67690 -2.71033 1.40064
C8 -2.36421 -1.90248 2.35850
H1 -2.71367 -1.81514 -2.38565
H2 -1.26075 -1.11905 -2.23705
H3 -2.30416 1.23549 -2.09433
H4 -3.33984 0.41504 -0.01299
H5 -1.05678 -3.07348 -0.56575
H6 -3.43850 -0.02188 2.49472
H7 -1.32234 -3.70856 1.63824
H8 -2.58507 -2.35000 3.31535
H9 -3.90564 0.46179 -2.36585
H10 -2.61642 0.31297 -3.49442
C9 2.17207 3.57438 -0.27539
C10 2.48445 2.15153 0.10894
C11 3.78324 1.74344 0.32427
C12 1.43095 1.27092 0.41585
C13 4.07796 0.41805 0.65944
C14 1.70733 -0.10361 0.44211
C15 3.03711 -0.46639 0.58737
O1 3.18147 -1.84960 0.72207
H11 2.49024 4.30686 0.47063
H12 1.11402 3.78049 -0.43165
H13 4.56142 2.43884 0.02632
H14 0.36055 1.44615 0.44801
H15 5.10092 0.07400 0.73367
H16 0.90545 -0.81434 0.31835
H17 4.09968 -2.13826 0.78466
H18 2.68552 3.75368 -1.22333

E_LUMO   0.881 eV
Multiplicity   1
SMILES   Cc1ccc(O)cc1.CCc1ccccc1
Orbital gap   9.13 eV

The following is a DFT calculation (wB97M-V/def2-TZVPD) of a 2-piece molecular cluster, C2H3BrO overall.

Geometry (Å):
C1 2.11279 0.14445 0.18001
C2 1.18245 -0.71478 0.08460
O1 0.27394 -1.41751 0.07083
Br1 -4.58833 0.16705 0.01224
H1 2.64126 0.42331 -0.68737
H2 2.30015 0.35063 1.11751
H3 -3.92227 1.04686 -0.77783

E_LUMO   0.730 eV
Multiplicity   1
SMILES   C=C=O.Br
Orbital gap   10.22 eV

The following is a DFT calculation (wB97M-V/def2-TZVPD) of an isolated ion of composition C4H12NSi and charge +1.

Geometry (Å):
C1 -2.03907 0.28318 0.03333
C2 -1.21116 1.47426 -0.23585
C3 -1.04565 -0.77398 0.59281
C4 0.98173 -0.16904 -0.81205
N1 0.02928 -1.29774 -0.46470
Si1 2.50363 0.35785 0.18527
H1 -2.78412 0.26972 0.86503
H2 -2.48370 -0.00685 -0.95340
H3 -1.32620 2.00544 -1.16819
H4 -0.75435 1.97682 0.55271
H5 -0.54783 -0.24993 1.44731
H6 -1.38683 -1.75267 1.04955
H7 0.88775 -0.10666 -1.95850
H8 0.56382 -2.10070 0.15528
H9 -0.36944 -1.64578 -1.26981
H10 2.15339 0.56202 1.48934
H11 3.41294 1.50659 -0.23291
H12 3.02572 -1.12697 0.44058

E_LUMO (alpha / beta)   -4.870 / -3.995 eV
Charge   +1
Multiplicity   1
Orbital gap (alpha / beta)   7.86 / 9.25 eV

Let's list electronic energy in order: -657.5709 -2727.2052 -503.4016 a.u..
Let's list max |F| in order: 2.65 5.05 7.30 eV/Å.
Let's list energy above the lowest of the compared OMol25 structures with the same formula, charge and spin in order: 121.1 133.2 458.5 kJ/mol.